(1)
Entry from OMol25: a structure of composition C53H64BN7OS8W (ωB97M-V/def2-TZVPD).

Output
**LUMO energy**: -6.057 eV
**Largest force on an atom**: 0.0170 Eh/bohr
**Energy above the lowest of the compared OMol25 structures with the same formula, charge and spin**: 22.0 kcal per mole

Structure (ORCA input):
```
! RIJCOSX wB97M-V def2-TZVPD def2/J DEFGRID3
* xyz 2 1
W -0.3639 -1.2015 0.8286
C -3.1566 2.7457 -1.7059
C -1.8750 2.9330 -0.9638
C -1.3139 4.1446 -0.6960
C -0.1447 4.2474 0.1083
N 0.4971 3.1829 0.5002
N -0.0059 1.9798 0.1695
B 0.6792 0.7047 0.6084
N -1.4533 -0.2744 2.4700
N -1.8177 0.9905 2.5991
C -2.4271 1.3573 3.7123
C -2.6954 0.4322 4.7415
C -2.2741 -0.8685 4.6302
C -2.4783 -1.9224 5.6662
C -1.6129 -1.1721 3.4310
S -0.8813 -2.6560 2.9401
C -2.7605 2.8401 3.8215
C -3.6075 3.1445 5.0562
C -1.4315 3.6051 3.9243
C -3.5239 3.2865 2.5674
N 2.1325 0.9198 0.8615
N 2.8667 1.8195 0.1641
C 4.1221 1.9559 0.4896
C 4.7017 1.2042 1.5574
C 3.9788 0.2812 2.2420
C 4.5176 -0.5500 3.3575
C 2.6298 0.1206 1.8169
S 1.5568 -1.0341 2.4440
C 4.9786 2.9423 -0.2912
C 5.5433 3.9830 0.6883
C 6.1338 2.1791 -0.9536
C 4.1602 3.6570 -1.3653
C -1.1876 1.8146 -0.4313
S -1.8536 0.2396 -0.4679
C 0.3871 5.6098 0.5223
C 0.8952 6.3368 -0.7323
C 1.5220 5.4614 1.5349
C -0.7524 6.4238 1.1524
H -3.5267 3.6953 -2.0870
H -3.9131 2.3141 -1.0438
H -3.0272 2.0523 -2.5392
H -1.7834 5.0499 -1.0638
H -3.2198 0.7524 5.6320
H -2.9906 -1.5245 6.5394
H -1.5182 -2.3390 5.9785
H -3.0670 -2.7469 5.2565
H -3.0764 2.9194 5.9836
H -4.5507 2.5935 5.0478
H -3.8482 4.2081 5.0710
H -0.8445 3.2597 4.7792
H -1.6261 4.6711 4.0618
H -0.8328 3.4664 3.0209
H -4.4915 2.7839 2.4970
H -2.9544 3.0616 1.6674
H -3.7040 4.3638 2.6082
H 5.7452 1.3612 1.8028
H 5.5813 -0.3691 3.4969
H 4.3594 -1.6113 3.1597
H 3.9968 -0.3173 4.2886
H 6.1872 3.5314 1.4462
H 4.7438 4.5255 1.1964
H 6.1464 4.7063 0.1373
H 6.7708 1.6746 -0.2235
H 6.7616 2.8796 -1.5067
H 5.7594 1.4324 -1.6583
H 3.2879 4.1470 -0.9325
H 3.8138 2.9646 -2.1275
H 4.7813 4.4136 -1.8486
H 1.7134 5.7912 -1.2056
H 1.2613 7.3267 -0.4561
H 0.1025 6.4739 -1.4718
H 2.3366 4.8612 1.1311
H 1.1736 4.9825 2.4527
H 1.9097 6.4493 1.7896
H -1.5402 6.6617 0.4348
H -0.3551 7.3700 1.5220
H -1.1987 5.8921 1.9936
N 0.9354 -3.2078 0.6130
C 0.8506 -4.2149 -0.4299
C 1.8606 -4.2409 -1.3834
C 1.8666 -5.2041 -2.3764
C 0.8632 -6.1600 -2.4113
C -0.1379 -6.1370 -1.4559
C -0.1712 -5.1647 -0.4557
C -1.2867 -5.2024 0.5327
C -1.4143 -6.2708 1.4220
C -2.5010 -6.3525 2.2792
C -3.4775 -5.3643 2.2659
C -3.3626 -4.2867 1.4047
C -2.2729 -4.2185 0.5491
H 1.8751 -2.8297 0.6013
H 0.8481 -3.6611 1.5180
H 2.6555 -3.5030 -1.3405
H 2.6608 -5.2143 -3.1125
H 0.8648 -6.9269 -3.1752
H -0.9236 -6.8817 -1.4738
H -0.6589 -7.0482 1.4219
H -2.5913 -7.1948 2.9534
H -4.3279 -5.4293 2.9338
H -4.1130 -3.5055 1.3987
C 2.0142 -1.8226 -7.6303
C 1.7373 -1.5878 -6.1778
C 0.8512 -2.3985 -5.4761
C 0.5697 -2.1989 -4.1351
C -0.4562 -3.0823 -3.4876
C 1.2145 -1.1258 -3.4652
C 0.9690 -0.8100 -2.0912
O 0.3851 -1.5383 -1.2767
C 2.1141 -0.2821 -4.1730
C 2.8189 0.8770 -3.5225
C 2.3605 -0.5354 -5.5046
H 1.5258 -2.7244 -7.9924
H 3.0869 -1.9112 -7.8081
H 1.6583 -0.9776 -8.2234
H 0.3601 -3.2133 -5.9955
H -0.6499 -3.9511 -4.1153
H -1.4002 -2.5358 -3.3775
H -0.1596 -3.4213 -2.4990
H 1.3450 0.1630 -1.7475
H 2.1197 1.6616 -3.2222
H 3.5231 1.3181 -4.2260
H 3.3790 0.5827 -2.6331
H 3.0557 0.0971 -6.0450
C -4.8511 -6.2656 -2.1184
S -3.6286 -4.9736 -2.4488
C -4.4131 -3.5693 -1.7569
C -3.7651 -2.6228 -1.0447
S -2.0679 -2.8711 -0.5994
S -4.6850 -1.2114 -0.5837
C -6.2082 -1.7208 -1.2686
S -7.5612 -0.8341 -1.1696
S -6.1018 -3.2629 -2.0763
H -4.4972 -7.1435 -2.6562
H -5.8304 -5.9975 -2.5066
H -4.9036 -6.4834 -1.0543
*
```

(2)
Entry from OMol25: a cluster of 8 separate species, C53H66BClO in total (ωB97M-V/def2-TZVPD).

Output
**LUMO energy**: 0.485 eV
**Largest force on an atom**: 0.0063 Eh/bohr
**SMILES string**: CC[C@@H](C)B(CCCCl)CCCOC.c1ccccc1.c1ccccc1.c1ccccc1.c1ccccc1.c1ccccc1.c1ccccc1.c1ccccc1

Structure (ORCA input):
```
! RIJCOSX wB97M-V def2-TZVPD def2/J DEFGRID3
* xyz 0 1
C -2.2823 2.6008 -0.3066
C -2.1901 1.9122 -1.6810
C -1.8963 0.4116 -1.5765
C -0.4859 0.1812 -0.9938
B -2.9675 -0.4503 -0.8073
C -2.6068 -1.9416 -0.4096
C -2.4366 -2.0547 1.1302
C -0.9694 -2.2096 1.5409
Cl -0.5394 -1.1265 2.9041
C -4.4156 0.0442 -0.4489
C -5.4113 -0.4566 -1.5241
C -6.8416 -0.4323 -1.0146
O -7.7162 -0.0967 -2.0756
C -8.9926 0.3013 -1.6333
H -1.5858 3.4336 -0.2287
H -3.2807 3.0019 -0.1372
H -2.0601 1.9077 0.5053
H -3.0906 2.0886 -2.2705
H -1.3770 2.3785 -2.2425
H -1.9062 -0.0042 -2.5959
H -0.5174 0.1660 0.0967
H 0.2007 0.9681 -1.3046
H -0.0629 -0.7684 -1.3190
H -3.4211 -2.5947 -0.7313
H -1.7017 -2.2832 -0.9103
H -2.8231 -1.1692 1.6339
H -3.0041 -2.9072 1.4973
H -0.7362 -3.2174 1.8690
H -0.2986 -1.9467 0.7314
H -4.5214 1.1245 -0.3776
H -4.7149 -0.3932 0.5103
H -5.3672 0.2072 -2.3868
H -5.1355 -1.4601 -1.8476
H -7.1378 -1.4031 -0.6015
H -6.9264 0.3031 -0.2064
H -9.3075 -0.2606 -0.7499
H -9.7033 0.1043 -2.4312
H -8.9988 1.3660 -1.3893
C -0.4098 8.1766 0.3470
C 0.5501 7.7118 1.2356
C 0.2856 6.6023 2.0266
C -0.9425 5.9626 1.9341
C -1.9069 6.4366 1.0564
C -1.6384 7.5376 0.2555
H -0.2000 9.0373 -0.2748
H 1.5076 8.2113 1.3074
H 1.0381 6.2324 2.7108
H -1.1499 5.0919 2.5442
H -2.8665 5.9388 0.9903
H -2.3879 7.9009 -0.4358
C 2.4527 -4.4694 1.7164
C 2.5831 -5.7969 2.0984
C 2.5708 -6.7988 1.1377
C 2.4265 -6.4737 -0.2039
C 2.2937 -5.1460 -0.5860
C 2.3071 -4.1443 0.3746
H 2.4659 -3.6847 2.4623
H 2.6941 -6.0505 3.1446
H 2.6739 -7.8344 1.4349
H 2.4188 -7.2554 -0.9524
H 2.1810 -4.8923 -1.6324
H 2.2072 -3.1072 0.0784
C -6.0122 -4.3158 -1.9461
C -6.0753 -5.6509 -1.5723
C -7.2715 -6.3456 -1.6828
C -8.4032 -5.7047 -2.1671
C -8.3394 -4.3690 -2.5390
C -7.1442 -3.6723 -2.4280
H -5.0760 -3.7775 -1.8639
H -5.1918 -6.1506 -1.1959
H -7.3214 -7.3871 -1.3928
H -9.3357 -6.2471 -2.2552
H -9.2224 -3.8679 -2.9143
H -7.1001 -2.6303 -2.7197
C 4.0408 -0.9920 -2.8905
C 3.3038 -0.6670 -1.7606
C 3.3925 0.6052 -1.2129
C 4.2194 1.5551 -1.7943
C 4.9613 1.2275 -2.9212
C 4.8733 -0.0447 -3.4701
H 3.9741 -1.9864 -3.3132
H 2.6625 -1.4088 -1.3006
H 2.8182 0.8527 -0.3290
H 4.2929 2.5461 -1.3648
H 5.6156 1.9635 -3.3714
H 5.4575 -0.2996 -4.3447
C -3.3197 3.5822 5.8558
C -3.2531 2.2408 6.2064
C -3.2139 1.2651 5.2197
C -3.2452 1.6302 3.8813
C -3.3177 2.9712 3.5312
C -3.3521 3.9469 4.5173
H -3.3428 4.3431 6.6251
H -3.2280 1.9554 7.2501
H -3.1555 0.2196 5.4936
H -3.2084 0.8697 3.1111
H -3.3417 3.2554 2.4859
H -3.4024 4.9930 4.2416
C 8.6511 4.9224 0.2167
C 7.7801 4.9637 -0.8629
C 7.3223 3.7827 -1.4300
C 7.7364 2.5603 -0.9196
C 8.6080 2.5197 0.1595
C 9.0650 3.7004 0.7278
H 9.0062 5.8432 0.6610
H 7.4581 5.9166 -1.2626
H 6.6412 3.8174 -2.2711
H 7.3724 1.6403 -1.3587
H 8.9292 1.5663 0.5601
H 9.7435 3.6682 1.5705
C 9.0940 -2.2483 -0.2967
C 8.9686 -3.5850 0.0553
C 7.7103 -4.1632 0.1469
C 6.5771 -3.4045 -0.1124
C 6.7014 -2.0669 -0.4613
C 7.9604 -1.4899 -0.5539
H 10.0756 -1.7980 -0.3719
H 9.8521 -4.1764 0.2584
H 7.6122 -5.2057 0.4212
H 5.5953 -3.8564 -0.0406
H 5.8175 -1.4747 -0.6622
H 8.0586 -0.4480 -0.8295
*
```

Calculated frontier orbital gap (eV), listed in the same order as above: 5.7 9.7